The following is a DFT calculation (the ωB97M-V functional and the def2-TZVPD basis) of a gas-phase ion, C4H3N2O5 (charge -1).

Bonds (Å) are listed after each position.
Positions of all 14 atoms, in Å:
1 C -0.1166 1.2617 0.3486  C4 1.566, N5 1.396, O8 1.227
2 C -1.7572 -0.3138 -0.0395  N5 1.386, N6 1.385, O9 1.222
3 C 1.5746 -0.7126 0.5856  C4 1.606, O7 1.240, O10 1.225
4 C 0.5355 0.0394 -0.3813  C1 1.566, C3 1.606, N6 1.499, O11 1.360
5 N -1.4406 0.8848 0.5810  C1 1.396, C2 1.386, H12 1.008
6 N -0.6245 -0.8860 -0.5947  C2 1.385, C4 1.499, H13 1.030
7 O 2.6926 -0.6061 0.0605  C3 1.240
8 O 0.3651 2.3581 0.6141  C1 1.227
9 O -2.8960 -0.7546 0.0077  C2 1.222
10 O 1.1139 -1.3114 1.5495  C3 1.225
11 O 1.1943 0.3269 -1.5358  C4 1.360, H14 1.105
12 H -2.1071 1.4250 1.1098  N5 1.008
13 H -0.6906 -1.7132 -1.2041  N6 1.030
14 H 2.1567 0.0019 -1.1016  O11 1.105

Computed properties:
spin multiplicity: 1
maximum force: 2.49 eV/Å
LUMO: 3.7 eV
total charge: -1